Run w
A 2-piece molecular cluster, CH5INP overall. Source: the Open Molecules 2025 dataset; level of theory: wB97M-V/def2-TZVPD.

The geometry in XYZ format:
```
9
Properties=species:S:1:pos:R:3
H 3.567 1.603 0.370
N 2.768 1.012 0.555
P 2.371 0.078 -0.631
C 0.632 -0.388 -0.101
H 0.857 -1.021 0.921
H -0.166 -1.103 -0.631
H 0.158 0.510 0.365
I -4.397 -0.444 -0.022
H -5.790 -0.247 -0.827
```

Summary:
* molar mass: 188.936 g mol⁻¹
* highest occupied orbital energy: -9.1 eV
* SMILES: [H]/N=P/C.I

Mulliken atomic charge list, values in e, 4 entries: H 0.255; N -0.477; P 0.187; C -0.784


Run x
CH5INP as an isolated structure. Source: the Open Molecules 2025 dataset; level of theory: wB97M-V/def2-TZVPD.

The geometry in XYZ format:
```
9
Properties=species:S:1:pos:R:3
C 0.619 -1.035 -0.235
N 0.416 0.255 0.562
P -0.393 1.559 -0.219
I 0.370 0.087 2.624
H -0.282 -1.516 -0.280
H 0.875 -0.772 -1.232
H 1.135 -1.625 0.340
H -1.611 1.594 0.471
H -0.021 2.491 0.691
```

Summary:
* molar mass: 188.936 g mol⁻¹
* highest occupied orbital energy: -8.7 eV

Mulliken atomic charge list, values in e, 4 entries: C -0.827; N -0.346; P 0.000; I 0.108


Short version: run x is the least stable of them.


Run w
A 2-piece molecular cluster, C3H8N2O3S overall. Source: the Open Molecules 2025 dataset; level of theory: wB97M-V/def2-TZVPD.

The geometry in XYZ format:
```
17
Properties=species:S:1:pos:R:3
C 0.182 0.203 0.213
C 2.525 -0.647 -0.285
C 1.574 0.156 0.730
N -2.899 -1.052 -1.638
N 2.360 1.434 0.933
O 3.765 -0.242 -0.277
O 2.172 -1.672 -0.896
O -0.195 -2.188 1.275
S -0.571 -1.298 0.165
H -0.437 1.009 -0.025
H 1.739 -0.425 1.614
H -3.683 -1.652 -1.696
H -3.242 -0.314 -0.976
H 2.059 1.819 1.931
H 2.266 2.163 0.301
H 3.897 0.538 0.467
H 0.288 -1.803 -0.920
```

Summary:
* molar mass: 152.175 g mol⁻¹
* highest occupied orbital energy (spin up / spin down): -8.8 / -8.3 eV

Mulliken atomic charge list, values in e, 4 entries: C -0.684; C 0.543; C 0.287; N -0.436


Run x
A 2-piece molecular cluster, C3H8N2O3S overall. Source: the Open Molecules 2025 dataset; level of theory: wB97M-V/def2-TZVPD.

The geometry in XYZ format:
```
17
Properties=species:S:1:pos:R:3
C -0.075 0.281 0.044
C 2.127 1.411 0.215
C -0.117 -1.990 -0.371
N 0.626 1.407 0.179
N 0.538 -0.829 -0.025
O -2.786 1.670 -0.477
O -2.987 0.119 1.426
O -2.878 -0.756 -0.885
S -2.788 0.338 0.028
H 2.351 2.369 0.580
H 2.462 0.601 0.808
H 2.589 1.192 -0.751
H 0.535 -2.443 -1.126
H -1.207 -1.762 -0.602
H 0.007 -2.887 0.398
H 0.117 2.211 0.453
H 1.488 -0.932 0.106
```

Summary:
* molar mass: 152.175 g mol⁻¹
* highest occupied orbital energy: -9.1 eV

Mulliken atomic charge list, values in e, 4 entries: C -0.116; C -0.973; C -0.701; N -0.091


Short version: run w is the least stable of them.


Run w
A 2-piece molecular cluster, C4H11NO2S overall. Source: the Open Molecules 2025 dataset; level of theory: wB97M-V/def2-TZVPD.

The geometry in XYZ format:
```
19
Properties=species:S:1:pos:R:3
C -0.159 1.554 0.418
C 0.183 0.369 -0.497
C 0.610 0.896 -1.865
S 2.248 1.736 -1.990
N -0.922 -0.603 -0.632
C -1.407 -1.335 0.632
O -2.733 -1.373 0.721
H -0.153 1.313 1.495
H -1.189 1.884 0.234
H 0.534 2.371 0.265
H 1.032 -0.187 -0.077
H 0.608 0.097 -2.592
H -0.168 1.606 -2.207
H -1.737 -0.091 -0.954
H -0.909 -2.323 0.548
H -0.957 -0.756 1.477
H 1.172 -1.597 1.116
H 2.217 -1.441 2.191
O 1.729 -2.120 1.716
```

Summary:
* molar mass: 137.204 g mol⁻¹
* highest occupied orbital energy: 0.3 eV
* charge: -2

Mulliken atomic charge list, values in e, 4 entries: C -1.216; C 0.734; C -1.149; S -0.780


Run x
A 2-piece molecular cluster, C4H11NO2S overall. Source: the Open Molecules 2025 dataset; level of theory: wB97M-V/def2-TZVPD.

The geometry in XYZ format:
```
19
Properties=species:S:1:pos:R:3
C -0.332 -0.493 -1.597
N -0.804 0.505 -0.675
C -0.402 0.423 0.783
C -1.318 -0.055 1.939
S -3.140 0.568 1.923
C 0.842 -0.450 0.924
O 1.968 0.101 0.423
H 0.202 0.075 -2.324
H -1.112 -1.193 -2.058
H 0.320 -1.261 -1.152
H -1.857 0.385 -0.612
H -0.024 1.478 1.112
H -0.831 0.509 2.811
H -1.490 -1.245 1.869
H 0.531 -1.416 0.318
H 1.033 -0.891 2.014
H 1.449 1.123 -2.114
H 2.594 0.634 -1.427
O 2.370 1.202 -2.158
```

Summary:
* molar mass: 137.204 g mol⁻¹
* highest occupied orbital energy: 0.5 eV
* charge: -2

Mulliken atomic charge list, values in e, 4 entries: C -0.779; N -0.305; C 0.395; C -0.759


Short version: run x is the least stable of them.


Run w
C24H29As2Cl2CsI2N2O as an isolated structure. Source: the Open Molecules 2025 dataset; level of theory: wB97M-V/def2-TZVPD.

The geometry in XYZ format:
```
63
Properties=species:S:1:pos:R:3
Cs 7.057 10.565 15.055
I 7.726 5.795 21.087
C 7.856 6.764 19.180
C 7.145 6.277 18.118
C 7.366 6.741 16.853
I 6.025 5.911 15.448
C 8.336 7.786 16.552
O 8.644 8.151 15.364
C 8.966 8.345 17.734
C 9.945 9.463 17.594
N 9.193 10.695 17.371
C 10.053 11.836 17.321
C 9.291 13.110 17.185
C 9.360 14.110 18.182
C 8.560 15.222 18.095
C 7.712 15.270 16.994
C 7.685 14.254 16.046
N 8.513 13.189 16.109
C 8.754 7.805 18.969
H 6.450 5.442 18.287
H 10.641 9.267 16.741
H 10.514 9.509 18.544
H 8.544 10.794 18.113
H 10.781 11.704 16.518
H 10.658 11.899 18.214
H 10.065 14.005 19.006
H 8.581 16.070 18.833
H 7.062 16.130 16.930
H 7.061 14.334 15.161
H 9.321 8.169 19.837
C 10.949 10.993 12.314
As 9.280 12.011 12.450
C 9.982 13.787 12.726
C 8.867 12.410 10.604
C 9.727 11.959 9.577
C 9.477 12.246 8.243
C 8.332 12.940 7.901
C 7.433 13.336 8.858
C 7.703 13.137 10.220
As 6.554 13.761 11.706
C 5.762 15.358 10.777
C 5.116 12.446 11.509
H 11.802 11.542 11.874
H 10.737 10.081 11.848
H 11.258 10.733 13.372
H 10.635 14.048 11.855
H 10.534 13.774 13.714
H 9.135 14.449 12.827
H 10.542 11.322 9.813
H 10.132 11.899 7.472
H 8.083 13.137 6.864
H 6.536 13.862 8.510
H 4.968 15.038 10.126
H 6.562 15.858 10.116
H 5.359 16.007 11.540
H 4.724 12.334 10.490
H 4.240 12.694 12.097
H 5.447 11.458 11.794
Cl 5.042 7.464 12.139
C 6.396 7.387 11.042
Cl 5.861 7.658 9.357
H 6.831 6.422 11.039
H 7.177 8.138 11.234
```

Summary:
* molar mass: 968.972 g mol⁻¹
* highest occupied orbital energy: -6.6 eV

Mulliken atomic charge list, values in e, 4 entries: Cs 1.252; I -0.005; C -0.616; C -0.264


Run x
C24H29As2Cl2CsI2N2O as an isolated structure. Source: the Open Molecules 2025 dataset; level of theory: wB97M-V/def2-TZVPD.

The geometry in XYZ format:
```
63
Properties=species:S:1:pos:R:3
Cs -16.661 -6.943 3.674
I -9.556 -5.854 6.042
C -11.344 -6.614 5.306
C -12.181 -7.427 6.039
C -13.158 -8.150 5.387
I -14.620 -9.206 6.490
C -13.329 -8.096 3.965
O -14.024 -8.917 3.334
C -12.679 -6.971 3.322
C -13.184 -6.506 1.962
N -14.376 -5.641 2.128
C -14.941 -5.057 0.910
C -16.223 -4.314 1.241
C -16.247 -2.946 1.493
C -17.387 -2.369 2.064
C -18.507 -3.173 2.270
C -18.462 -4.487 1.809
N -17.340 -5.049 1.339
C -11.658 -6.323 3.988
H -12.068 -7.492 7.121
H -13.495 -7.348 1.350
H -12.418 -5.951 1.439
H -14.185 -4.906 2.800
H -15.185 -5.900 0.257
H -14.246 -4.402 0.385
H -15.361 -2.366 1.261
H -17.414 -1.306 2.337
H -19.397 -2.772 2.739
H -19.345 -5.103 1.838
H -11.066 -5.570 3.461
C -17.798 -11.782 4.404
As -17.165 -10.381 3.135
C -15.473 -11.201 2.746
C -18.074 -10.876 1.483
C -18.867 -12.028 1.417
C -19.382 -12.460 0.210
C -19.145 -11.747 -0.949
C -18.419 -10.562 -0.873
C -17.879 -10.115 0.323
As -16.905 -8.397 0.396
C -15.415 -8.780 -0.831
C -18.099 -7.323 -0.749
H -17.583 -12.789 4.041
H -18.875 -11.706 4.570
H -17.284 -11.613 5.346
H -15.646 -12.233 2.376
H -14.853 -11.182 3.644
H -14.934 -10.589 2.001
H -19.078 -12.614 2.311
H -19.983 -13.358 0.181
H -19.556 -12.066 -1.889
H -18.282 -9.987 -1.773
H -15.761 -9.378 -1.675
H -14.649 -9.294 -0.257
H -14.989 -7.838 -1.196
H -18.379 -7.872 -1.648
H -17.610 -6.375 -0.978
H -19.016 -7.118 -0.191
Cl -18.641 -8.844 6.100
C -19.105 -7.304 6.842
Cl -18.999 -5.847 5.819
H -18.451 -7.152 7.702
H -20.150 -7.385 7.129
```

Summary:
* molar mass: 968.972 g mol⁻¹
* highest occupied orbital energy: -6.5 eV

Mulliken atomic charge list, values in e, 4 entries: Cs 1.403; I 0.015; C -0.228; C -0.282


Short version: run w is the least stable of them.


Run w
An isolated ion of composition C7H10N3S and charge +1. Source: the Open Molecules 2025 dataset; level of theory: wB97M-V/def2-TZVPD.

The geometry in XYZ format:
```
21
Properties=species:S:1:pos:R:3
C -1.976 -0.129 -1.144
N -0.994 -0.345 -0.022
C -0.679 0.754 0.993
C 0.430 1.504 0.872
N 1.322 1.451 -0.202
N 2.651 1.236 -0.186
C 3.282 0.085 0.144
S 4.850 -0.149 -0.363
C 2.561 -1.099 0.681
C 1.214 -1.385 0.476
C 0.354 -0.775 -0.521
H -2.891 -0.677 -0.832
H -2.328 0.927 -1.232
H -1.558 -0.405 -2.183
H -1.301 -1.158 0.540
H -1.530 1.145 1.508
H 0.673 2.185 1.586
H 3.302 1.673 -0.808
H 2.957 -1.755 1.457
H 0.710 -2.230 1.050
H 0.429 -0.709 -1.612
```

Summary:
* molar mass: 168.245 g mol⁻¹
* highest occupied orbital energy (spin up / spin down): -12.3 / -12.6 eV
* SMILES: C[N@@H+]1\C=C/N=[NH+]\C([S-])=C/C=C/1
* charge: +1

Mulliken atomic charge list, values in e, 4 entries: C -0.740; N 0.161; C -0.536; C -0.121


Run x
An isolated ion of composition C7H10N3S and charge +1. Source: the Open Molecules 2025 dataset; level of theory: wB97M-V/def2-TZVPD.

The geometry in XYZ format:
```
21
Properties=species:S:1:pos:R:3
C 1.677 1.341 0.012
C 0.039 -0.134 0.159
C 2.023 -1.364 0.072
C -4.684 0.056 -0.189
C -2.289 -0.436 -0.063
C 1.692 2.785 0.312
C 2.934 -2.503 0.242
N 0.761 -1.181 0.218
N -3.417 0.176 0.054
N -1.160 0.263 0.021
S 2.953 0.341 -0.172
H -5.355 0.860 0.174
H -5.196 -0.705 -0.805
H -2.232 -1.588 -0.155
H 2.631 3.252 0.285
H 1.198 3.228 -0.576
H 1.311 3.021 1.322
H 4.011 -2.256 0.148
H 2.790 -2.749 1.407
H 2.703 -3.527 -0.199
H -1.229 1.214 0.046
```

Summary:
* molar mass: 168.245 g mol⁻¹
* highest occupied orbital energy (spin up / spin down): -11.1 / -11.2 eV
* charge: +1

Mulliken atomic charge list, values in e, 4 entries: C 0.185; C 0.556; C 0.559; C -0.220


Short version: run w is the least stable of them.